{"formula": "C24H44N2O8S2", "method": "ωB97M-V/def2-TZVPD", "charge": 0, "e_homo_ev": -8.35, "orbital_gap_ev": 6.97, "species": ["C", "C", "O", "C", "S", "O", "O", "N", "S", "O", "O", "C", "C", "O", "C", "C", "O", "C", "C", "C", "C", "C", "C", "C", "C", "C", "C", "C", "C", "C", "C", "H", "H", "H", "H", "H", "H", "H", "H", "H", "H", "H", "H", "H", "H", "H", "H", "H", "H", "H", "H", "H", "H", "H", "H", "H", "H", "H", "H", "H", "H", "H", "H", "H", "H", "H", "H", "C", "C", "O", "N", "C", "H", "H", "H", "H", "H", "H", "H", "H"], "xyz": [[10.745, -0.237, 2.383], [10.107, -1.310, 1.492], [8.731, -1.088, 1.233], [8.474, 0.076, 0.492], [7.472, -0.355, -0.941], [6.516, -1.367, -0.510], [8.395, -0.754, -1.974], [6.773, 1.066, -1.121], [5.941, 1.460, -2.423], [6.622, 1.367, -3.687], [5.310, 2.730, -2.108], [4.606, 0.240, -2.493], [3.334, 0.905, -2.044], [2.276, -0.056, -1.937], [1.013, 0.449, -2.298], [-0.035, -0.508, -1.767], [-1.264, -0.187, -2.399], [-2.414, -0.460, -1.708], [-2.638, -0.016, -0.412], [-3.845, -0.280, 0.216], [-4.867, -0.979, -0.420], [-6.228, -1.258, 0.228], [-6.538, -2.760, 0.065], [-6.248, -0.977, 1.732], [-7.344, -0.502, -0.537], [-7.691, 0.969, -0.200], [-6.473, 1.876, 0.012], [-8.658, 1.090, 0.995], [-8.431, 1.507, -1.439], [-4.610, -1.421, -1.720], [-3.410, -1.168, -2.359], [9.985, 0.309, 2.942], [11.406, -0.706, 3.113], [11.353, 0.467, 1.816], [10.173, -2.280, 1.980], [10.643, -1.365, 0.540], [9.386, 0.512, 0.082], [7.958, 0.827, 1.092], [4.869, -0.591, -1.845], [4.547, -0.082, -3.531], [3.031, 1.708, -2.712], [3.535, 1.298, -1.037], [0.840, 1.437, -1.854], [0.904, 0.525, -3.384], [0.245, -1.542, -1.985], [-0.104, -0.409, -0.681], [-1.884, 0.553, 0.115], [-3.976, 0.082, 1.226], [-6.723, -3.037, -0.971], [-5.753, -3.373, 0.505], [-7.459, -2.978, 0.613], [-5.751, -1.799, 2.255], [-7.276, -0.970, 2.091], [-5.745, -0.063, 2.027], [-7.145, -0.556, -1.609], [-8.264, -1.073, -0.374], [-6.091, 1.851, 1.032], [-6.762, 2.910, -0.193], [-5.672, 1.644, -0.691], [-8.137, 1.182, 1.946], [-9.327, 0.229, 1.023], [-9.293, 1.967, 0.857], [-7.743, 1.539, -2.289], [-8.753, 2.536, -1.273], [-9.280, 0.877, -1.709], [-5.374, -1.970, -2.255], [-3.251, -1.517, -3.370], [1.489, 1.023, 3.719], [1.812, 0.214, 2.513], [1.169, -0.621, 1.985], [3.142, 0.569, 1.844], [4.079, -0.616, 1.746], [0.525, 0.703, 4.099], [2.252, 0.886, 4.488], [1.448, 2.083, 3.457], [3.589, 1.371, 2.286], [2.888, 0.806, 0.875], [4.281, -0.989, 2.745], [4.994, -0.260, 1.273], [3.600, -1.364, 1.124]], "forces_ev_per_a": [[0.154, -0.171, 0.102], [0.213, 0.194, -0.062], [-0.029, 0.070, 0.152], [0.203, -0.171, 0.170], [0.174, 0.163, 0.128], [-0.172, 0.060, 0.127], [-0.208, -0.025, -0.010], [0.071, -0.095, -0.279], [-0.172, 0.215, 0.129], [0.174, -0.086, 0.315], [0.087, -0.125, -0.070], [-0.017, 0.227, -0.425], [-0.387, -0.478, 0.327], [0.199, -0.134, 0.133], [-0.192, -0.112, 0.112], [0.145, 0.013, 0.093], [0.025, 0.098, -0.002], [0.013, -0.041, 0.118], [0.068, -0.003, -0.053], [-0.106, -0.162, -0.016], [0.153, 0.068, 0.125], [0.153, -0.111, -0.360], [-0.376, 0.147, 0.331], [0.052, -0.418, 0.028], [-0.154, 0.110, 0.480], [-0.191, 0.202, -0.213], [-0.100, 0.200, -0.256], [0.050, -0.054, -0.335], [0.417, 0.008, -0.063], [-0.184, 0.116, 0.133], [-0.140, -0.061, -0.057], [-0.045, 0.007, -0.025], [0.032, 0.015, 0.000], [-0.135, 0.119, -0.023], [-0.159, -0.051, -0.065], [0.026, -0.131, -0.012], [-0.028, 0.069, -0.041], [-0.143, -0.013, -0.057], [-0.002, -0.130, -0.060], [-0.040, -0.095, 0.033], [0.156, 0.150, 0.107], [-0.178, 0.457, -0.055], [0.018, 0.087, -0.118], [0.084, 0.089, -0.031], [0.008, -0.012, -0.095], [-0.052, -0.035, 0.014], [0.066, 0.023, -0.035], [-0.005, 0.030, 0.011], [0.171, -0.072, -0.049], [0.127, -0.048, -0.191], [-0.014, -0.038, -0.012], [0.117, 0.058, 0.012], [-0.008, 0.115, 0.021], [-0.239, 0.183, -0.002], [0.168, -0.099, 0.000], [-0.058, 0.013, -0.092], [0.119, -0.148, -0.017], [-0.028, 0.034, 0.131], [0.055, -0.067, 0.071], [-0.043, -0.078, 0.079], [-0.014, -0.023, 0.136], [0.079, 0.118, 0.168], [-0.056, -0.105, -0.064], [-0.216, -0.051, 0.052], [-0.105, 0.057, 0.023], [0.024, 0.000, -0.041], [0.110, 0.016, -0.029], [0.032, -0.058, 0.054], [-0.112, 0.143, -0.015], [0.053, -0.096, -0.012], [-0.354, -0.360, -0.364], [0.303, 0.214, -0.025], [-0.011, 0.005, 0.021], [0.029, 0.038, -0.027], [0.043, 0.001, 0.008], [0.086, 0.006, -0.112], [0.219, 0.209, 0.022], [-0.037, -0.005, 0.020], [0.041, -0.181, -0.131], [-0.006, -0.007, 0.005]], "mulliken_charge": [-1.025, -0.338, -0.339, -0.670, 1.070, -0.708, -0.699, -0.387, 1.141, -0.690, -0.714, -0.711, -0.383, -0.221, -0.501, -0.240, -0.384, 0.381, -0.646, -0.041, -0.284, 2.733, -1.886, -2.169, -1.846, 2.449, -1.666, -1.825, -2.003, -0.272, -1.021, 0.279, 0.351, 0.308, 0.346, 0.328, 0.413, 0.353, 0.436, 0.284, 0.445, 0.048, 0.382, 0.316, 0.218, 0.038, 0.497, 0.307, 0.363, 0.403, 0.546, 0.441, 0.366, 0.382, 0.318, 0.480, 0.275, 0.481, 0.304, 0.339, 0.354, 0.452, 0.452, 0.512, 0.398, 0.333, 0.425, -1.299, 0.748, -0.401, 0.015, -0.694, 0.367, 0.380, 0.362, 0.407, 0.091, 0.400, 0.195, 0.351]}